(1)
The following is a DFT calculation (wB97M-V/def2-TZVPD) of a cluster of 2 separate species, C4H9NO in total.

Values from the calculation:
**Energy above the lowest of the compared OMol25 structures with the same formula, charge and spin**: 326.0 kJ/mol
**Expectation value of S²**: 0.760
**Strongest force on any atom**: 3.1 eV Å⁻¹
**DFT total energy**: -287.3766 a.u.
**2S+1**: 2
**Total charge**: +1

Each atom is followed by the atoms it is bonded to, with distances in Å.
Geometry (Å):
1 H 3.80492 -0.95363 -0.96211  C5 1.084
2 H -4.36791 0.07451 0.07131  C9 1.075
3 H -4.23664 -0.34538 1.92526  C9 1.087
4 H 2.39449 0.51559 -1.95329  C6 1.107
5 C 3.56352 -0.08578 -0.35948  H1 1.084, C6 1.392, H11 1.091
6 C 2.51786 0.68089 -0.86560  H4 1.107, C5 1.392, N10 1.332
7 H -2.34027 -1.89285 1.14899  C8 1.080
8 C -2.68490 -0.94972 0.75234  H7 1.080, C9 1.321, O13 1.430
9 C -3.87847 -0.40311 0.90082  H2 1.075, H3 1.087, C8 1.321
10 N 1.52949 1.29983 -0.22154  C6 1.332, H14 1.026, H15 1.031
11 H 4.26976 0.38170 0.32872  C5 1.091
12 H -1.65486 -1.39245 -0.77326  O13 0.959
13 O -1.95230 -0.55623 -0.41099  C8 1.430, H12 0.959
14 H 1.55059 1.31020 0.80415  N10 1.026
15 H 1.48470 2.31641 -0.38532  N10 1.031


(2)
The following is a DFT calculation (wB97M-V/def2-TZVPD) of the ion C4H9NO2 with charge -1.

Values from the calculation:
**Energy above the lowest of the compared OMol25 structures with the same formula, charge and spin**: 182.5 kJ/mol
**Expectation value of S²**: 0.753
**Strongest force on any atom**: 5.2 eV Å⁻¹
**DFT total energy**: -362.9655 a.u.
**2S+1**: 2
**Total charge**: -1

Each atom is followed by the atoms it is bonded to, with distances in Å.
Geometry (Å):
1 C 1.45770 -0.13775 -0.24227  O14 1.372, O15 1.259, C16 1.543
2 H 0.67434 0.90955 2.23528  C3 1.074
3 C -0.16487 0.67059 1.60922  H2 1.074, H6 1.097, H11 1.105, C16 1.485
4 N -0.90562 -0.80380 -0.32063  C5 1.527, H9 0.952, C16 1.485
5 C -1.54427 0.28412 -1.18095  N4 1.527, H7 1.093, H8 1.106, H10 1.065
6 H -0.47323 1.53640 1.00987  C3 1.097
7 H -0.92238 0.61398 -2.01693  C5 1.093
8 H -2.50489 -0.13445 -1.53518  C5 1.106
9 H -0.58939 -1.38384 -1.00664  N4 0.952
10 H -1.58118 1.09633 -0.49368  C5 1.065
11 H -1.07612 0.48138 2.20548  C3 1.105
12 H 0.42447 -1.35922 1.12552  C16 1.164
13 H 3.01133 -1.04417 -0.82161  O14 0.979
14 O 2.30487 -1.21453 -0.16617  C1 1.372, H13 0.979
15 O 1.71139 0.84066 -0.99240  C1 1.259
16 C 0.17787 -0.35524 0.59108  C1 1.543, C3 1.485, N4 1.485, H12 1.164


(3)
The following is a DFT calculation (wB97M-V/def2-TZVPD) of the ion C4H9NO2 with charge -1.

Values from the calculation:
**Energy above the lowest of the compared OMol25 structures with the same formula, charge and spin**: 145.7 kJ/mol
**Expectation value of S²**: 0.754
**Strongest force on any atom**: 0.7 eV Å⁻¹
**DFT total energy**: -362.9796 a.u.
**2S+1**: 2
**Total charge**: -1

Each atom is followed by the atoms it is bonded to, with distances in Å.
Geometry (Å):
1 C 0.00974 -0.64113 -0.01528  C3 1.530, C11 1.535, N13 1.470, H16 1.100
2 H 1.67330 -1.09205 1.40462  C11 1.094
3 C -0.45911 -1.10378 -1.39608  C1 1.530, O6 1.287, H14 1.103
4 H -1.17836 1.51194 -0.98204  C5 1.096
5 C -0.57810 1.72327 -0.09026  H4 1.096, O10 1.446, H12 1.097, N13 1.413
6 O -0.14578 -0.49405 -2.48554  C3 1.287
7 H 1.11838 0.96743 0.66420  N13 1.014
8 H 0.76456 -2.44070 0.87549  C11 1.089
9 H 1.85740 -1.69144 -0.29424  C11 1.086
10 O -1.47512 1.68500 1.04362  C5 1.446, H15 0.963
11 C 1.16806 -1.49320 0.52145  C1 1.535, H2 1.094, H8 1.089, H9 1.086
12 H -0.14311 2.73016 -0.11474  C5 1.097
13 N 0.45382 0.75847 -0.07316  C1 1.470, C5 1.413, H7 1.014
14 H -0.92813 -2.10112 -1.36520  C3 1.103
15 H -1.27420 2.39866 1.65764  O10 0.963
16 H -0.86333 -0.71744 0.64951  C1 1.100


(4)
The following is a DFT calculation (wB97M-V/def2-TZVPD) of an isolated molecule of C4H9NO2.

Values from the calculation:
**Energy above the lowest of the compared OMol25 structures with the same formula, charge and spin**: 214.9 kJ/mol
**Structure (SMILES)**: CC(=O)NCCO
**Strongest force on any atom**: 7.6 eV Å⁻¹
**DFT total energy**: -363.0037 a.u.
**2S+1**: 1
**Total charge**: 0

Each atom is followed by the atoms it is bonded to, with distances in Å.
Geometry (Å):
1 C 1.19917 -0.72386 0.48885  O6 1.297, C7 1.402, N9 1.430
2 H -0.51272 0.40339 -1.51055  C12 1.108
3 H 1.92488 -0.06332 -1.37375  C7 1.078
4 C -1.35654 -0.03286 0.35239  H8 1.154, N9 1.494, C12 1.524, H15 1.125
5 O -2.02706 1.67566 -1.29231  C12 1.391, H13 0.980
6 O 2.17004 -0.89570 1.33228  C1 1.297
7 C 1.46107 -0.90011 -0.87741  C1 1.402, H3 1.078, H10 1.159, H11 1.095
8 H -2.20216 0.44979 0.97247  C4 1.154
9 N -0.08650 -0.42218 1.03701  C1 1.430, C4 1.494, H16 1.056
10 H 2.22555 -1.76804 -0.94640  C7 1.159
11 H 0.58004 -1.16827 -1.46899  C7 1.095
12 C -0.96554 1.00251 -0.69564  H2 1.108, C4 1.524, O5 1.391, H14 1.087
13 H -2.45233 2.27804 -0.64632  O5 0.980
14 H -0.13494 1.59060 -0.31276  C12 1.087
15 H -1.94202 -0.94268 0.04476  C4 1.125
16 H -0.05354 -0.13790 2.05358  N9 1.056


(5)
The following is a DFT calculation (wB97M-V/def2-TZVPD) of a cluster of 2 separate species, C4H9NO2 in total.

Values from the calculation:
**Energy above the lowest of the compared OMol25 structures with the same formula, charge and spin**: 261.2 kJ/mol
**Strongest force on any atom**: 1.9 eV Å⁻¹
**DFT total energy**: -362.9860 a.u.
**2S+1**: 1
**Total charge**: 0

Each atom is followed by the atoms it is bonded to, with distances in Å.
Geometry (Å):
1 H 0.36181 0.95394 1.81112  O7 0.973
2 C 2.04452 0.93627 0.70192  N15 1.172
3 C 1.95351 -0.46884 -1.46361  H6 1.094, H8 1.093, H9 1.095, N15 1.412
4 O -0.77079 -1.33791 -0.04950  H13 0.973, C16 1.414
5 H -2.27874 -0.21652 -0.83111  C16 1.094
6 H 2.35911 -1.46146 -1.24759  C3 1.094
7 O -0.50542 0.51707 1.87508  H1 0.973, C12 1.416
8 H 0.89531 -0.56109 -1.72048  C3 1.093
9 H 2.53549 0.01098 -2.25726  C3 1.095
10 H -0.62820 1.37947 -0.01736  C12 1.101
11 H -2.06423 1.56423 1.02094  C12 1.097
12 C -1.25911 0.87764 0.73200  O7 1.416, H10 1.101, H11 1.097, C16 1.521
13 H -0.26684 -1.28318 0.78056  O4 0.973
14 H -2.58879 -0.81710 0.81359  C16 1.101
15 N 2.03058 0.31431 -0.29092  C2 1.172, C3 1.412
16 C -1.81821 -0.40783 0.14264  O4 1.414, H5 1.094, C12 1.521, H14 1.101


(6)
The following is a DFT calculation (wB97M-V/def2-TZVPD) of an isolated molecule of C4H9NO2.

Values from the calculation:
**Energy above the lowest of the compared OMol25 structures with the same formula, charge and spin**: 158.0 kJ/mol
**Structure (SMILES)**: COCNC(C)=O
**Strongest force on any atom**: 2.7 eV Å⁻¹
**DFT total energy**: -363.0254 a.u.
**2S+1**: 1
**Total charge**: 0

Each atom is followed by the atoms it is bonded to, with distances in Å.
Geometry (Å):
1 H 0.26652 3.25322 -0.10590  C15 1.089
2 C -1.19930 -0.99772 0.14980  H4 1.094, O9 1.540, H11 1.100, N16 1.409
3 H 0.09080 2.35478 -1.61232  C15 1.092
4 H -1.99761 -0.68819 0.83053  C2 1.094
5 H 1.69059 -2.32450 1.37529  C10 1.094
6 H 0.82906 -2.66131 -0.12859  C10 1.099
7 O -1.22819 1.59817 1.10621  C8 1.205
8 C -0.53137 1.30126 0.16870  O7 1.205, C15 1.507, N16 1.420
9 O -0.05855 -1.28008 1.14468  C2 1.540, C10 1.404
10 C 1.08850 -1.86644 0.58528  H5 1.094, H6 1.099, O9 1.404, H13 1.097
11 H -1.43084 -1.84469 -0.51286  C2 1.100
12 H -0.22743 -0.03925 -1.40898  N16 1.010
13 H 1.72779 -1.15166 0.05267  C10 1.097
14 H 1.40670 1.94767 -0.49477  C15 1.091
15 C 0.36642 2.26835 -0.55971  H1 1.089, H3 1.092, C8 1.507, H14 1.091
16 N -0.79310 0.13037 -0.59002  C2 1.409, C8 1.420, H12 1.010